# 1
Here is 2 unconnected molecules or ions with the total composition C3H5Cl2N in a non-equilibrium geometry from OMol25. Energies are from the ωB97M-V functional and the def2-TZVPD basis.

As for the total energy: -29724.18334 eV. Its multiplicity is 1. The LUMO energy comes out at -0.6 eV. As for the charge: 0. As for the strongest force on any atom: 5.276 eV/A. The value obtained for the energy above the lowest of the compared OMol25 structures with the same formula, charge and spin is 234.41 kJ/mol.

```
11
Properties=species:S:1:pos:R:3:lowdin_charge:R:1
C 0.88 -0.74 0.02 -0.839
C -1.17 0.72 0.25 -0.194
C 0.21 0.52 -0.28 -0.830
N 0.20 -1.76 0.33 0.105
Cl 2.65 -0.91 -0.27 0.591
Cl 1.15 1.92 0.08 0.646
H -1.17 1.00 1.27 0.063
H -1.84 1.44 -0.18 0.074
H -1.62 -0.26 0.24 0.067
H -0.17 0.60 -1.97 0.245
H 0.89 -2.53 0.50 0.072
```

---

# 2
Here is C3H5Cl2N in the gas phase in a non-equilibrium geometry from OMol25. Energies are from the ωB97M-V functional and the def2-TZVPD basis.

As for the total energy: -29724.83891 eV. Its multiplicity is 1. As for the SMILES: N[C@H]1CC1(Cl)Cl. The LUMO energy comes out at 0.7 eV. As for the charge: 0. As for the strongest force on any atom: 5.027 eV/A. The value obtained for the energy above the lowest of the compared OMol25 structures with the same formula, charge and spin is 171.16 kJ/mol.

```
11
Properties=species:S:1:pos:R:3:lowdin_charge:R:1
N 2.25 -0.57 -0.53 -0.037
C 0.99 -1.06 -0.20 -0.462
C 0.54 -0.82 1.25 -0.135
C -0.23 -0.10 0.16 -1.106
Cl 0.10 1.71 0.02 0.537
Cl -1.89 -0.55 -0.27 0.584
H 2.45 -0.79 -1.69 0.175
H 2.28 0.53 -0.34 0.086
H 0.77 -2.01 -0.70 0.138
H 1.44 -0.14 1.65 0.155
H -0.01 -1.44 1.86 0.065
```

---

# 3
Here is C3H5Cl2N in the gas phase in a non-equilibrium geometry from OMol25. Energies are from the ωB97M-V functional and the def2-TZVPD basis.

As for the total energy: -29725.79452 eV. Its multiplicity is 1. As for the SMILES: N[C@]1(Cl)C[C@@H]1Cl. The LUMO energy comes out at 0.9 eV. As for the charge: 0. As for the strongest force on any atom: 2.914 eV/A. The value obtained for the energy above the lowest of the compared OMol25 structures with the same formula, charge and spin is 78.96 kJ/mol.

```
11
Properties=species:S:1:pos:R:3:lowdin_charge:R:1
N 0.09 0.41 -1.55 0.009
C 0.20 0.36 -0.15 -0.866
Cl 1.31 1.69 0.48 0.559
C 0.34 -1.00 0.62 -0.106
C -0.79 -0.04 0.87 -0.651
Cl -2.37 -0.59 0.20 0.571
H -0.15 1.35 -1.91 0.083
H 1.04 0.21 -2.04 0.134
H 1.05 -0.81 1.36 0.067
H 0.27 -2.00 0.27 0.101
H -0.99 0.44 1.84 0.100
```

---

# 4
Here is 2 unconnected molecules or ions with the total composition C3H5Cl2NO2 in a non-equilibrium geometry from OMol25. Energies are from the ωB97M-V functional and the def2-TZVPD basis.

As for the total energy: -33820.21008 eV. Its multiplicity is 1. The LUMO energy comes out at 0.3 eV. As for the charge: 0. As for the strongest force on any atom: 5.339 eV/A. The value obtained for the energy above the lowest of the compared OMol25 structures with the same formula, charge and spin is 183.98 kJ/mol.

```
13
Properties=species:S:1:pos:R:3:lowdin_charge:R:1
C 0.55 0.24 -1.02 -0.642
C -0.79 -0.03 -1.48 -0.446
C -1.86 -0.58 2.69 -0.617
N -0.68 -1.06 2.43 -0.036
O 1.36 0.95 -1.81 0.094
O 0.96 -0.11 0.06 0.063
Cl -0.87 -1.78 -1.99 0.568
Cl -2.45 0.60 1.58 0.543
H -1.44 -0.07 -0.70 -0.048
H -1.29 0.55 -2.40 0.149
H -0.33 -1.77 3.12 0.119
H 2.23 1.23 -1.33 0.192
H 0.00 -0.83 1.70 0.059
```

---

# 5
Here is C3H5Cl2NOS in the gas phase in a non-equilibrium geometry from OMol25. Energies are from the ωB97M-V functional and the def2-TZVPD basis.

As for the total energy: -42607.44829 eV. Its multiplicity is 1. As for the SMILES: OCC(Cl)(Cl)/C=N\S. The LUMO energy comes out at 0.2 eV. As for the charge: 0. As for the strongest force on any atom: 4.678 eV/A. The value obtained for the energy above the lowest of the compared OMol25 structures with the same formula, charge and spin is 98.65 kJ/mol.

```
13
Properties=species:S:1:pos:R:3:lowdin_charge:R:1
O 1.38 0.27 0.97 -0.152
C 0.89 -0.95 0.52 -0.376
C -0.56 -0.72 -0.09 -1.146
Cl -1.80 -0.34 1.21 0.594
Cl -0.98 -2.27 -0.70 0.672
C -0.70 0.39 -1.23 -0.272
N -0.79 1.71 -1.14 -0.375
S -0.48 2.70 0.25 0.715
H 2.16 0.48 0.23 0.199
H 1.60 -1.36 -0.25 0.122
H 0.81 -1.77 1.30 0.122
H -0.99 0.06 -2.28 0.110
H -0.54 1.80 1.21 -0.213
```

---

# 6
Here is 2 unconnected molecules or ions with the total composition C3H5Cl3S in a non-equilibrium geometry from OMol25. Energies are from the ωB97M-V functional and the def2-TZVPD basis.

As for the total energy: -51591.31859 eV. Its multiplicity is 1. The LUMO energy (alpha / beta) comes out at -0.7 / -0.7 eV. As for the charge: 0. As for the strongest force on any atom: 3.352 eV/A. The value obtained for the energy above the lowest of the compared OMol25 structures with the same formula, charge and spin is 316.58 kJ/mol.

```
12
Properties=species:S:1:pos:R:3:lowdin_charge:R:1
C -0.90 -0.66 -1.00 -0.207
C 1.60 -0.11 0.61 -0.977
C -0.74 0.48 -0.04 -1.129
S -1.46 0.47 1.52 0.764
Cl 1.84 -1.66 -0.30 0.474
Cl 2.93 0.95 0.10 0.461
Cl -0.54 2.09 -0.60 0.633
H 0.03 -0.89 -1.47 -0.001
H -1.59 -0.55 -1.76 0.063
H -1.24 -1.45 -0.34 0.079
H 1.72 -0.45 1.59 -0.039
H -1.65 1.79 1.70 -0.121
```